Entry from the Open Molecules 2025 dataset: a molecular structure, C25H37Br8KO8S at a distorted geometry (the ωB97M-V functional and the def2-TZVPD basis).

Its energy is -23166.59760 Eh. The HOMO energy is -5.17 eV. Its max |F| is 4.0 eV/Å. The HOMO-LUMO gap comes out at 3.077 eV. The value obtained for the LUMO energy is -2.095 eV.

Structure (ORCA input):
```
! wB97M-V def2-TZVPD RIJCOSX def2/J DEFGRID3
* xyz 0 1
K -3.22 -3.90 -0.24
C -0.53 0.96 1.46
C 0.45 0.60 0.33
O 0.58 -0.77 0.06
H -0.66 2.04 1.54
H -0.20 0.69 2.46
H -1.57 0.65 1.30
H 1.41 1.06 0.58
H 0.14 1.17 -0.55
Br -7.15 2.46 -1.08
C -7.94 4.22 -1.53
C -7.02 5.34 -1.45
Br -7.94 6.97 -2.26
H -8.76 4.43 -0.85
H -8.32 4.10 -2.54
H -6.09 5.09 -1.97
H -6.86 5.58 -0.40
Br 4.03 7.37 0.48
C 2.54 6.69 -0.67
C 2.06 7.66 -1.82
Br 0.58 7.06 -2.93
H 1.65 6.43 -0.09
H 2.83 5.71 -1.05
H 2.90 8.04 -2.41
H 1.68 8.54 -1.31
Br -2.56 3.53 12.93
C -0.74 2.88 12.30
C -0.78 1.66 11.43
Br -1.62 1.78 9.62
H -0.07 2.79 13.15
H -0.27 3.68 11.73
H -1.44 0.98 11.97
H 0.21 1.25 11.24
Br 9.18 -1.76 -0.53
C 7.52 -1.23 0.53
C 7.08 -2.45 1.29
Br 8.45 -3.24 2.41
H 6.84 -0.79 -0.19
H 7.69 -0.36 1.16
H 6.83 -3.29 0.64
H 6.17 -2.42 1.89
O 4.50 -3.56 -8.40
S 3.21 -3.17 -7.86
O 2.36 -2.20 -8.61
O 2.40 -4.55 -7.54
C 1.09 -4.28 -7.16
C 0.14 -5.39 -7.55
C 3.60 -2.67 -6.13
H 0.52 -3.39 -7.42
H 0.97 -4.18 -6.08
H -0.93 -5.20 -7.42
H 0.50 -6.26 -6.99
H 0.29 -5.72 -8.58
H 4.53 -3.10 -5.76
H 2.83 -3.11 -5.50
H 3.73 -1.60 -5.96
C -4.63 1.67 -6.63
C -4.78 2.69 -7.49
C -3.68 3.39 -8.21
O -3.78 4.39 -8.87
C -2.43 2.81 -7.80
C -2.23 1.77 -6.97
C -3.33 1.03 -6.38
O -3.12 0.08 -5.60
H -5.62 1.40 -6.29
H -5.76 3.10 -7.71
H -1.54 3.37 -8.09
H -1.24 1.56 -6.59
C 0.19 -6.79 9.88
C -0.62 -6.67 8.79
C -0.25 -5.85 7.59
O -0.72 -6.25 6.53
C 0.61 -4.75 7.98
C 1.45 -4.91 9.04
C 1.46 -6.06 9.96
O 2.33 -6.36 10.77
H -0.12 -7.41 10.71
H -1.58 -7.16 8.68
H 0.51 -3.75 7.58
H 2.06 -4.12 9.45
*
```

Entry from the Open Molecules 2025 dataset: a molecular structure, CH2AgLiO3 at a distorted geometry (the ωB97M-V functional and the def2-TZVPD basis).

Its energy is -419.47266 Eh. The HOMO energy is -7.59 eV. The calculation puts the energy above the lowest of the compared OMol25 structures with the same formula, charge and spin at 6.81 kcal per mole. Its max |F| is 4.5 eV/Å. The HOMO-LUMO gap comes out at 5.954 eV. The value obtained for the LUMO energy is -1.632 eV.

Structure (ORCA input):
```
! wB97M-V def2-TZVPD RIJCOSX def2/J DEFGRID3
* xyz 0 1
O -2.03 -0.60 -0.26
C -0.73 -0.62 0.13
O 0.11 -0.74 -0.79
O -0.52 0.00 1.20
Ag 2.15 0.52 -0.46
H -2.53 -1.19 0.32
Li -0.64 1.85 1.02
H 4.17 0.79 -1.16
*
```

Entry from the Open Molecules 2025 dataset: a gas-phase ion, C5H10NO2 (charge +1) at a distorted geometry (the ωB97M-V functional and the def2-TZVPD basis).

As for the SMILES: C=C([NH3+])CCC(=O)O. Its energy is -401.49328 Eh. The HOMO energy is -14.28 eV. The calculation puts the energy above the lowest of the compared OMol25 structures with the same formula, charge and spin at 19.90 kcal per mole. Its max |F| is 3.0 eV/Å. The HOMO-LUMO gap comes out at 11.010 eV. The value obtained for the LUMO energy is -3.265 eV.

Structure (ORCA input):
```
! wB97M-V def2-TZVPD RIJCOSX def2/J DEFGRID3
* xyz 1 1
O 0.90 -1.82 0.17
C 1.59 -1.18 -0.63
O 2.23 -1.81 -1.58
C 1.40 0.32 -0.59
C -0.08 0.70 -0.70
C -1.08 0.49 0.38
C -2.27 1.10 0.36
N -0.66 -0.25 1.55
H 2.11 -2.76 -1.64
H 1.99 0.82 -1.37
H 1.79 0.67 0.35
H -0.53 0.51 -1.70
H -0.22 1.78 -0.83
H -3.00 1.02 1.16
H -2.55 1.74 -0.47
H -1.49 -0.40 2.13
H 0.04 0.20 2.15
H -0.15 -1.13 1.26
*
```

Entry from the Open Molecules 2025 dataset: a single C5H9NO molecule (the ωB97M-V functional and the def2-TZVPD basis).

As for the SMILES: C[C@H]1CN(C)C1=O. Its energy is -325.90363 Eh. The HOMO energy is -9.35 eV. The calculation puts the energy above the lowest of the compared OMol25 structures with the same formula, charge and spin at 21.29 kcal per mole. Its max |F| is 0.4 eV/Å. The HOMO-LUMO gap comes out at 10.240 eV. The value obtained for the LUMO energy is 0.889 eV.

Structure (ORCA input):
```
! wB97M-V def2-TZVPD RIJCOSX def2/J DEFGRID3
* xyz 0 1
C 2.19 -0.44 0.22
C 1.06 0.48 -0.21
C -0.07 -0.08 -1.12
N -1.00 0.17 -0.02
C -2.39 -0.09 0.23
C -0.05 0.62 0.85
O -0.10 0.96 2.01
H 1.82 -1.45 0.43
H 2.63 -0.06 1.15
H 2.98 -0.51 -0.53
H 1.44 1.45 -0.54
H -0.28 0.51 -2.02
H 0.04 -1.13 -1.39
H -2.64 0.43 1.16
H -3.03 0.31 -0.57
H -2.61 -1.16 0.36
*
```